A molecular structure, C32H50Br2GeN4O4Sn in a non-equilibrium geometry, computed with the ωB97M-V functional and the def2-TZVPD basis.

Values from the calculation:
gap between HOMO and LUMO (spin up / spin down): 6.25 / 6.24 eV
energy relative to the best compared isomer or geometry (same formula, charge and spin): 1.0351 eV
LUMO energy (spin up / spin down): -0.358 / -0.378 Ha
total charge: +3
⟨S²⟩: 0.774
2S+1: 2

Last column: Löwdin spin population.
Cartesian coordinates (Å):
Sn  -1.287  0.481  -0.380  0.00
C  -0.935  -1.151  4.388  0.00
C  0.024  -2.054  3.609  0.00
C  1.469  -1.802  3.982  0.00
C  -0.341  -3.518  3.761  0.00
O  -0.162  -1.689  2.185  0.00
Ge  0.742  -2.292  0.869  0.00
O  1.920  -1.159  0.398  0.00
C  3.366  -1.283  0.058  0.00
C  4.038  -2.060  1.172  0.00
C  3.513  -1.970  -1.281  0.00
C  3.860  0.150  0.002  0.00
O  -0.358  -2.766  -0.339  0.00
C  -0.537  -4.043  -1.073  0.00
C  -1.834  -3.850  -1.839  0.00
C  0.630  -4.261  -2.008  0.00
C  -0.653  -5.153  -0.047  0.00
H  -1.431  -1.713  5.178  0.00
H  -0.410  -0.316  4.851  0.00
H  -1.707  -0.756  3.728  0.00
H  1.629  -1.990  5.044  0.00
H  2.144  -2.473  3.432  0.00
H  1.757  -0.773  3.764  0.00
H  -0.112  -3.864  4.768  0.00
H  -1.401  -3.687  3.566  0.00
H  0.238  -4.138  3.061  0.00
H  3.581  -3.057  1.270  0.00
H  5.094  -2.210  0.953  0.00
H  3.952  -1.539  2.126  0.00
H  3.139  -2.994  -1.244  0.00
H  2.972  -1.429  -2.058  0.00
H  4.565  -2.017  -1.558  0.00
H  3.761  0.633  0.975  0.00
H  4.912  0.157  -0.280  0.00
H  3.303  0.722  -0.740  0.00
H  -1.766  -2.980  -2.494  0.00
H  -2.028  -4.729  -2.451  0.00
H  -2.672  -3.713  -1.153  0.00
H  0.756  -3.413  -2.681  0.00
H  1.560  -4.405  -1.452  0.00
H  0.467  -5.160  -2.602  0.00
H  -1.509  -4.997  0.611  0.00
H  -0.758  -6.121  -0.534  0.00
H  0.258  -5.197  0.570  0.00
Br  -4.877  3.413  -2.653  0.05
C  -3.924  3.911  -1.148  0.14
C  -4.175  5.124  -0.534  0.00
C  -3.458  5.535  0.585  0.21
Br  -3.841  7.167  1.326  0.13
C  -2.425  4.699  1.154  0.02
C  -1.639  5.027  2.272  0.02
C  -0.678  4.143  2.701  0.01
C  -0.520  2.928  2.028  0.00
N  -1.261  2.604  0.980  0.02
C  -2.183  3.473  0.544  0.05
C  -2.920  3.036  -0.632  0.15
O  -2.644  1.923  -1.175  0.19
H  -4.942  5.772  -0.937  0.00
H  -1.792  5.967  2.784  0.00
H  -0.051  4.374  3.550  0.00
H  0.223  2.205  2.342  0.00
C  -5.702  -2.891  0.463  0.00
C  -5.706  -1.471  1.045  0.00
C  -5.770  -1.514  2.579  0.00
C  -6.870  -0.649  0.473  0.00
C  -4.434  -0.812  0.659  0.00
N  -3.455  -0.292  0.355  0.00
H  -6.599  -3.404  0.811  0.00
H  -4.835  -3.460  0.801  0.00
H  -5.719  -2.875  -0.627  0.00
H  -6.706  -1.991  2.867  0.00
H  -5.752  -0.512  3.008  0.00
H  -4.949  -2.096  2.997  0.00
H  -7.801  -1.146  0.744  0.00
H  -6.818  -0.585  -0.614  0.00
H  -6.887  0.359  0.887  0.00
N  -0.886  0.486  -2.673  0.00
C  -0.994  0.583  -3.830  0.00
N  -1.078  0.675  -5.111  0.00
C  -2.283  1.253  -5.771  0.00
C  -2.923  0.192  -6.686  0.00
C  -2.467  -1.210  -6.290  0.00
C  -0.960  -1.360  -6.518  0.00
C  -0.199  -0.128  -5.998  0.00
H  -1.957  2.127  -6.332  0.00
H  -2.960  1.587  -4.986  0.00
H  -2.639  0.385  -7.722  0.00
H  -4.007  0.280  -6.632  0.00
H  -3.004  -1.963  -6.865  0.00
H  -2.708  -1.385  -5.236  0.00
H  -0.764  -1.455  -7.587  0.00
H  -0.591  -2.271  -6.045  0.00
H  0.088  0.538  -6.811  0.00
H  0.705  -0.380  -5.449  0.00


A molecular structure, C32H50BrN3SiW, computed with the ωB97M-V functional and the def2-TZVPD basis.

Values from the calculation:
gap between HOMO and LUMO (spin up / spin down): 6.83 / 7.00 eV
energy relative to the best compared isomer or geometry (same formula, charge and spin): 0.0000 eV
LUMO energy (spin up / spin down): -0.259 / -0.260 Ha
total charge: +2
2S+1: 1

Last column: Mulliken charge in e.
Cartesian coordinates (Å):
W  0.679  -0.044  -0.268  -0.22
C  -1.455  0.490  0.470  -0.89
C  -0.479  1.396  1.045  -0.20
C  0.081  2.171  -0.053  2.09
C  -0.559  1.632  -1.235  -0.99
C  -1.590  0.727  -0.905  1.19
C  -2.767  0.399  -1.807  1.24
C  -3.532  -0.874  -1.449  -1.37
C  -3.716  1.596  -1.556  -1.58
C  -2.383  0.403  -3.289  -1.57
C  0.682  3.589  -0.171  1.34
C  1.563  4.072  0.980  -2.15
C  1.495  3.758  -1.463  -1.43
C  -0.539  4.525  -0.270  -1.49
C  -0.387  1.548  2.572  1.99
C  -1.210  2.798  2.934  -1.71
C  -1.044  0.355  3.283  -2.02
C  1.038  1.657  3.124  -1.30
H  -2.052  -0.197  1.045  0.53
H  -0.379  1.997  -2.233  0.29
H  -3.652  -0.992  -0.373  0.28
H  -3.073  -1.774  -1.859  0.07
H  -4.535  -0.813  -1.870  0.59
H  -4.091  1.592  -0.531  0.34
H  -4.569  1.523  -2.232  0.52
H  -3.217  2.549  -1.738  0.26
H  -1.623  -0.342  -3.530  0.19
H  -2.022  1.381  -3.612  0.39
H  -3.266  0.178  -3.888  0.46
H  2.463  3.471  1.101  0.24
H  1.039  4.110  1.931  0.29
H  1.884  5.090  0.754  0.65
H  2.391  3.137  -1.474  0.18
H  1.830  4.793  -1.528  0.54
H  0.922  3.560  -2.367  0.25
H  -1.175  4.456  0.613  0.26
H  -1.148  4.291  -1.145  0.28
H  -0.201  5.558  -0.363  0.50
H  -2.212  2.745  2.504  0.34
H  -0.743  3.721  2.598  0.24
H  -1.313  2.853  4.018  0.52
H  -2.122  0.310  3.120  0.39
H  -0.889  0.467  4.356  0.49
H  -0.596  -0.595  2.979  0.24
H  1.689  2.291  2.533  -0.10
H  1.494  0.671  3.203  0.22
H  0.997  2.071  4.132  0.66
C  4.136  1.479  0.371  -1.76
C  3.599  0.392  1.241  0.99
C  4.261  -0.015  2.381  -0.90
C  3.730  -1.049  3.143  -0.70
C  2.559  -1.692  2.773  -1.35
C  1.962  -1.290  1.588  1.42
N  2.473  -0.255  0.869  0.37
N  0.817  -1.710  0.919  0.26
Si  -0.052  -3.254  1.212  0.18
C  0.451  -4.492  -0.104  -0.99
C  -1.879  -2.942  1.115  -0.41
C  0.331  -4.043  2.853  -1.57
H  4.738  2.175  0.952  0.51
H  3.331  2.030  -0.108  0.13
H  4.782  1.051  -0.400  0.32
H  5.180  0.474  2.670  0.53
H  4.233  -1.355  4.052  0.48
H  2.137  -2.464  3.389  0.40
H  -0.218  -4.517  -0.964  0.11
H  0.398  -5.483  0.354  0.50
H  1.473  -4.360  -0.463  0.32
H  -2.189  -2.530  0.156  -0.25
H  -2.248  -2.294  1.912  0.34
H  -2.382  -3.908  1.222  0.65
H  1.380  -4.306  2.984  0.41
H  -0.228  -4.983  2.854  0.42
H  -0.012  -3.470  3.717  0.42
C  -1.514  -4.061  -3.725  -1.50
C  -0.490  -2.990  -3.488  -0.20
C  0.457  -2.640  -4.445  -0.52
C  1.378  -1.623  -4.206  -0.95
C  1.286  -0.994  -2.995  0.78
Br  2.401  0.417  -2.396  0.11
N  0.392  -1.293  -2.049  -0.03
C  -0.473  -2.287  -2.290  -0.63
H  -1.248  -4.674  -4.583  0.45
H  -2.491  -3.616  -3.922  0.32
H  -1.614  -4.713  -2.858  0.30
H  0.484  -3.165  -5.392  0.52
H  2.127  -1.340  -4.932  0.56
H  -1.165  -2.508  -1.491  0.88


A molecular structure, C32H51CaN9OP, computed with the ωB97M-V functional and the def2-TZVPD basis.

Values from the calculation:
gap between HOMO and LUMO (spin up / spin down): 5.61 / 5.08 eV
energy relative to the best compared isomer or geometry (same formula, charge and spin): 1.0119 eV
LUMO energy (spin up / spin down): -0.093 / -0.092 Ha
total charge: +1
2S+1: 1

Last column: Mulliken charge in e.
Cartesian coordinates (Å):
Ca  -0.848  -0.200  -0.827  3.67
C  -0.622  4.333  -0.085  -2.26
C  -0.531  2.827  -0.061  0.02
N  -0.417  2.108  -1.159  0.84
C  -0.379  2.621  -2.511  -1.29
C  -0.908  1.564  -3.497  -0.59
N  -0.078  0.344  -3.562  0.29
C  -0.754  -0.854  -4.096  -0.69
C  -0.242  -2.168  -3.488  -0.79
N  -0.626  -2.247  -2.083  0.39
C  -0.123  -3.319  -1.223  -1.06
C  -0.646  -3.220  0.231  -1.28
N  -0.475  -1.889  0.797  0.85
C  -0.713  -1.512  1.987  -0.53
C  -1.108  -2.416  3.117  -1.91
C  -0.639  -0.006  2.273  0.40
C  -0.719  0.542  3.538  -0.74
C  -0.789  1.966  3.615  -1.37
C  -0.766  2.749  2.488  -1.12
C  -0.604  2.144  1.209  0.37
N  -0.538  0.769  1.195  1.33
H  -0.161  4.738  -0.984  0.52
H  -0.126  4.785  0.773  0.54
H  -1.664  4.664  -0.070  0.28
H  0.647  2.895  -2.796  0.31
H  -1.000  3.514  -2.647  0.59
H  -0.952  2.001  -4.497  0.48
H  -1.941  1.319  -3.203  0.27
H  0.255  0.140  -2.631  -1.02
H  -0.601  -0.887  -5.177  0.58
H  -1.840  -0.806  -3.925  0.31
H  0.849  -2.226  -3.573  0.01
H  -0.655  -2.997  -4.077  0.50
H  -1.650  -2.183  -1.999  -0.07
H  0.970  -3.271  -1.217  0.14
H  -0.402  -4.314  -1.595  0.45
H  -0.132  -3.975  0.834  0.63
H  -1.714  -3.460  0.238  0.41
H  -1.412  -3.394  2.752  0.50
H  -1.929  -1.984  3.688  0.44
H  -0.268  -2.553  3.804  0.28
H  -0.810  -0.062  4.430  0.54
H  -0.923  2.433  4.582  0.43
H  -0.890  3.820  2.582  0.54
C  3.189  0.301  -3.106  -1.29
C  2.876  -0.652  -1.991  1.25
C  3.570  -1.986  -2.011  -1.56
O  2.099  -0.361  -1.097  -0.35
H  4.222  0.206  -3.440  0.43
H  2.961  1.321  -2.805  0.25
H  2.531  0.061  -3.946  0.26
H  4.648  -1.831  -1.917  0.46
H  3.418  -2.478  -2.974  0.46
H  3.212  -2.617  -1.202  0.25
C  -4.217  1.771  -0.510  -0.67
C  -5.002  0.590  -0.990  1.26
C  -6.361  0.677  -1.191  -0.82
C  -7.097  -0.427  -1.621  -0.68
C  -6.463  -1.649  -1.848  -0.78
C  -5.107  -1.790  -1.661  0.95
C  -4.432  -3.104  -1.907  -1.01
C  -4.300  -0.661  -1.231  -1.61
N  -3.009  -0.756  -1.064  -0.72
H  -4.853  2.653  -0.424  0.41
H  -3.387  1.994  -1.185  -0.14
H  -3.764  1.567  0.465  0.11
H  -6.871  1.618  -1.012  0.39
H  -8.164  -0.336  -1.779  0.37
H  -7.051  -2.499  -2.177  0.39
H  -5.156  -3.874  -2.173  0.41
H  -3.881  -3.429  -1.022  0.07
H  -3.704  -3.028  -2.720  0.15
C  3.476  1.627  4.143  -0.79
N  3.443  2.020  2.659  0.24
C  4.834  1.792  2.072  -0.79
N  5.260  0.453  2.276  0.16
C  5.255  0.137  3.703  -0.92
N  3.936  0.295  4.309  0.18
C  2.974  -0.695  3.795  -1.18
P  2.673  -0.589  1.963  0.78
C  2.388  1.240  1.921  -0.93
C  4.471  -0.510  1.492  -1.04
H  2.460  1.753  4.519  0.41
H  4.153  2.335  4.624  0.33
H  3.214  3.012  2.596  0.42
H  5.499  2.491  2.581  0.35
H  4.773  2.036  1.012  0.35
H  5.958  0.802  4.210  0.33
H  5.588  -0.890  3.840  0.40
H  2.021  -0.557  4.310  0.41
H  3.334  -1.694  4.045  0.45
H  1.437  1.478  2.391  -0.04
H  2.354  1.596  0.889  0.60
H  4.551  -0.244  0.435  0.43
H  4.918  -1.499  1.605  0.42